# C5H14O

A 2-piece molecular cluster, C5H14O overall (wB97M-V/def2-TZVPD, OMol25).

Output
- LUMO: 0.84 eV
- 2S+1: 1
- E: -274.0796 a.u.
- SMILES: CCCCC.O
- HOMO energy: -0.391 hartree

The geometry in XYZ format:
```
20
C5H14O, DFT wB97M-V/def2-TZVPD
C -2.1811 -0.9970 0.3067
C -0.7313 -1.0985 -0.3754
C 0.3014 -0.1353 0.2510
C 1.7772 -0.5899 -0.1978
C 2.8608 0.5683 0.1381
H -1.5553 1.0964 -0.7279
H -2.5196 2.3379 -0.2005
H -2.0843 -1.1327 1.3362
H -2.6898 0.0308 0.1876
H -2.8472 -1.8428 -0.0316
H -0.9430 -0.8726 -1.4889
H -0.2930 -2.1447 -0.2695
H 0.0729 0.9493 0.0306
H 0.3686 -0.2594 1.3029
H 1.8970 -0.8649 -1.3561
H 2.0605 -1.4861 0.4870
H 2.9745 0.7676 1.2155
H 3.9254 0.2368 -0.1911
H 2.5570 1.5176 -0.4128
O -1.6357 1.8976 -0.0770
```

Charges obtained by Löwdin population analysis, quoted in units of e: number 1, C, carries -0.118; number 2, C, carries -0.261; number 3, C, carries -0.254; number 4, C, carries -0.250; number 5, C, carries -0.144; number 6, H, carries 0.060; number 7, H, carries 0.072; number 8, H, carries 0.031; number 9, H, carries 0.069; number 10, H, carries 0.078; number 11, H, carries 0.120; number 12, H, carries 0.115; number 13, H, carries 0.088; number 14, H, carries 0.092; number 15, H, carries 0.130; number 16, H, carries 0.112; number 17, H, carries 0.051; number 18, H, carries 0.078; number 19, H, carries 0.074; number 20, O, carries -0.141

***

# C5H14O

A 2-piece molecular cluster, C5H14O overall (wB97M-V/def2-TZVPD, OMol25).

Output
- LUMO (spin up / spin down): -3.45 / -9.78 eV
- 2S+1: 2
- Net charge: +1
- E: -273.7071 a.u.
- Expectation value of S²: 0.7550
- HOMO energy (spin up / spin down): -0.566 / -0.555 hartree

The geometry in XYZ format:
```
20
C5H14O, DFT wB97M-V/def2-TZVPD
C 0.8929 0.9182 0.4610
C 0.5139 1.3301 -0.9687
C 1.4877 2.0971 1.3359
O -0.3497 0.4394 1.0247
H 1.4922 0.0040 0.4808
H 1.2470 1.9868 -1.4157
H 0.8940 3.0478 1.1992
H 1.3564 1.7565 2.4373
H 2.5814 2.1727 1.2335
H -1.1745 0.8854 0.5876
H -0.5544 1.8006 -1.0286
H 0.1815 0.5327 -1.6448
C -1.6300 -2.0182 -0.3073
C -0.6981 -2.6148 -1.3782
H -2.3424 -2.7962 0.1260
H -1.0264 -1.7932 0.7172
H -2.0008 -1.0069 -0.6304
H -0.4163 -3.6715 -1.4195
H -1.1150 -2.4936 -2.3620
H 0.2762 -2.2141 -1.3340
```

Charges obtained by Löwdin population analysis, quoted in units of e: number 1, C, carries -0.342; number 2, C, carries -0.027; number 3, C, carries 0.026; number 4, O, carries 0.151; number 5, H, carries 0.171; number 6, H, carries 0.097; number 7, H, carries 0.118; number 8, H, carries 0.123; number 9, H, carries 0.107; number 10, H, carries 0.194; number 11, H, carries 0.131; number 12, H, carries 0.085; number 13, C, carries -0.135; number 14, C, carries -0.158; number 15, H, carries 0.104; number 16, H, carries 0.108; number 17, H, carries 0.062; number 18, H, carries 0.081; number 19, H, carries 0.068; number 20, H, carries 0.036

***

# C5H14O2

A 3-piece molecular cluster, C5H14O2 overall (wB97M-V/def2-TZVPD, OMol25).

Output
- LUMO (spin up / spin down): 3.15 / 3.44 eV
- 2S+1: 2
- Net charge: -1
- E: -349.2646 a.u.
- Expectation value of S²: 0.7503
- HOMO energy (spin up / spin down): 0.042 / -0.201 hartree

The geometry in XYZ format:
```
21
C5H14O2, DFT wB97M-V/def2-TZVPD
C 1.3058 1.0396 2.1484
C 0.2641 0.1814 1.6631
C -0.2801 0.4745 0.4614
C -1.2969 -0.1903 -0.3200
C -0.1201 -1.0281 2.4732
H 1.5356 1.9007 1.5414
H 1.2049 1.1332 3.2476
H 2.2904 0.3981 2.0591
H 0.2810 1.2420 -0.1284
H -0.8886 -0.9992 -0.9622
H -1.7259 0.4690 -1.0675
H -2.2440 -0.5135 0.3148
H 0.6987 -1.1089 3.1967
H -1.0948 -1.0315 2.9452
H -0.0488 -2.0705 2.0402
H 0.5842 5.2682 -3.4069
H 0.7529 3.8536 -3.3289
O 0.0986 4.5394 -3.0481
H 0.6100 -4.4131 -2.5589
H -0.5378 -4.6760 -1.2338
O -0.1803 -4.8287 -2.1038
```

Charges obtained by Löwdin population analysis, quoted in units of e: number 1, C, carries -0.166; number 2, C, carries -0.426; number 3, C, carries -0.239; number 4, C, carries -0.201; number 5, C, carries -0.117; number 6, H, carries 0.053; number 7, H, carries 0.077; number 8, H, carries 0.108; number 9, H, carries 0.091; number 10, H, carries 0.061; number 11, H, carries 0.039; number 12, H, carries 0.106; number 13, H, carries 0.051; number 14, H, carries 0.060; number 15, H, carries 0.068; number 16, H, carries -0.050; number 17, H, carries -0.028; number 18, O, carries -0.303; number 19, H, carries 0.037; number 20, H, carries -0.015; number 21, O, carries -0.207

***

# C5H14O2

A 3-piece molecular cluster, C5H14O2 overall (wB97M-V/def2-TZVPD, OMol25).

Output
- LUMO: 0.71 eV
- 2S+1: 1
- E: -349.3478 a.u.
- SMILES: C=C(C)CC.O.O
- HOMO energy: -0.339 hartree

The geometry in XYZ format:
```
21
C5H14O2, DFT wB97M-V/def2-TZVPD
C -0.7324 -1.5904 0.7375
C 0.7680 -1.3505 0.9381
C 1.2910 0.0710 0.7828
C 2.5576 0.2574 0.4363
C 0.2872 1.1750 0.8547
H -1.3019 -0.8469 1.2841
H -0.9251 -1.5948 -0.3256
H -0.9819 -2.5633 1.1657
H 1.0290 -1.6466 1.9549
H 1.3149 -2.0748 0.3421
H 3.0209 1.2286 0.3519
H 3.2671 -0.5255 0.2250
H -0.3609 1.1113 1.7364
H 0.7864 2.1288 1.0051
H -0.2800 1.2461 -0.0829
H -3.7903 0.8172 0.3733
H -2.4415 0.2442 -0.2122
O -3.3878 0.3505 -0.3614
H 1.0405 0.2754 -2.8367
H 0.3966 1.7040 -2.9599
O 0.2383 0.7965 -2.6928
```

Charges obtained by Löwdin population analysis, quoted in units of e: number 1, C, carries -0.103; number 2, C, carries -0.223; number 3, C, carries -0.367; number 4, C, carries 0.022; number 5, C, carries -0.077; number 6, H, carries 0.051; number 7, H, carries 0.076; number 8, H, carries 0.078; number 9, H, carries 0.110; number 10, H, carries 0.104; number 11, H, carries 0.054; number 12, H, carries 0.055; number 13, H, carries 0.082; number 14, H, carries 0.076; number 15, H, carries 0.072; number 16, H, carries 0.034; number 17, H, carries -0.009; number 18, O, carries -0.055; number 19, H, carries 0.041; number 20, H, carries 0.035; number 21, O, carries -0.057

***

# C5H14O2

A 2-piece molecular cluster, C5H14O2 overall (wB97M-V/def2-TZVPD, OMol25).

Output
- LUMO: 0.81 eV
- 2S+1: 1
- E: -349.3631 a.u.
- SMILES: CC(C)O.CCO
- HOMO energy: -0.374 hartree

The geometry in XYZ format:
```
21
C5H14O2, DFT wB97M-V/def2-TZVPD
C -0.4817 -0.7026 -2.3164
C -0.2490 0.6683 -1.7230
C -1.5090 1.2407 -1.1010
O 0.1856 1.4970 -2.8115
H 0.4445 -1.1394 -2.6858
H -1.1411 -0.6160 -3.1844
H -0.9251 -1.3877 -1.5940
H 0.5630 0.6265 -0.9908
H -1.9737 0.5461 -0.3985
H -2.2304 1.4516 -1.8913
H -1.3059 2.1683 -0.5651
H 0.3463 2.3833 -2.4673
C 0.7347 -0.9676 1.9419
O 1.7353 -0.2341 1.2472
C 0.7713 -0.5793 3.4049
H -0.2514 -0.7333 1.5308
H 0.8841 -2.0461 1.8299
H 2.0292 -0.7349 0.4777
H 0.6986 0.5045 3.5044
H -0.0426 -1.0667 3.9381
H 1.7173 -0.8786 3.8544
```

Charges obtained by Löwdin population analysis, quoted in units of e: number 1, C, carries -0.061; number 2, C, carries -0.503; number 3, C, carries -0.061; number 4, O, carries -0.058; number 5, H, carries 0.077; number 6, H, carries 0.086; number 7, H, carries 0.077; number 8, H, carries 0.116; number 9, H, carries 0.074; number 10, H, carries 0.085; number 11, H, carries 0.077; number 12, H, carries 0.087; number 13, C, carries -0.332; number 14, O, carries -0.088; number 15, C, carries -0.090; number 16, H, carries 0.098; number 17, H, carries 0.112; number 18, H, carries 0.080; number 19, H, carries 0.077; number 20, H, carries 0.073; number 21, H, carries 0.074

***

# C5H14O2

A 3-piece molecular cluster, C5H14O2 overall (wB97M-V/def2-TZVPD, OMol25).

Output
- LUMO: 0.67 eV
- 2S+1: 1
- E: -349.3381 a.u.
- SMILES: CC=C(C)C.O.O
- HOMO energy: -0.308 hartree

The geometry in XYZ format:
```
21
C5H14O2, DFT wB97M-V/def2-TZVPD
C -2.5732 1.5424 -0.7846
C -1.3222 0.6979 -0.9522
C -0.1612 1.1575 -0.4716
C 1.1666 0.4131 -0.3649
C -1.5008 -0.7526 -1.1607
H -3.4608 1.1197 -0.3300
H -2.8318 1.9311 -1.7862
H -2.2780 2.4660 -0.2727
H -0.0100 2.2276 -0.3306
H 1.0265 -0.5572 0.1090
H 1.6596 0.3622 -1.3375
H 1.7445 1.0240 0.3242
H -2.5183 -1.0826 -1.4307
H -1.1777 -1.4242 -0.3619
H -0.9430 -1.0983 -2.0461
H -0.3518 -2.4774 2.7054
H -0.2586 -3.8098 2.0116
O -0.3064 -2.8684 1.8177
H 4.2266 0.2596 2.1617
H 5.4079 0.3954 1.2565
O 4.4620 0.4741 1.2434
```

Charges obtained by Löwdin population analysis, quoted in units of e: number 1, C, carries -0.076; number 2, C, carries -0.360; number 3, C, carries -0.141; number 4, C, carries -0.088; number 5, C, carries -0.084; number 6, H, carries 0.071; number 7, H, carries 0.077; number 8, H, carries 0.067; number 9, H, carries 0.097; number 10, H, carries 0.061; number 11, H, carries 0.080; number 12, H, carries 0.053; number 13, H, carries 0.078; number 14, H, carries 0.064; number 15, H, carries 0.084; number 16, H, carries 0.042; number 17, H, carries 0.032; number 18, O, carries -0.061; number 19, H, carries 0.043; number 20, H, carries 0.019; number 21, O, carries -0.057

***

Calculated ΔE to the lowest compared entry with this formula, charge and spin (kJ/mol), listed in the same order as above: 164.00; 132.61; 182.23; 73.47; 33.42; 99.07